Formula: C65H136N7O9
Source: the OMol25 dataset
Level of theory: ωB97M-V/def2-TZVPD

Properties
Kohn-Sham gap ... 5.638 eV
Charge ... -1
ΔE to the lowest compared entry with this formula, charge and spin ... 153.52 kcal/mol

The geometry in XYZ format:
```
217
Properties=species:S:1:pos:R:3:forces:R:3
H -5.1827 -5.1708 3.3704 -0.233 0.226 0.265
C -1.5814 -3.2568 6.3705 -1.044 -0.156 -0.650
H -0.2576 -4.9315 -5.9058 -0.192 0.418 0.211
H 10.8137 -4.2898 0.6925 -0.007 0.123 0.037
H -2.7062 0.2094 9.3636 -0.356 0.085 -0.284
H 0.7760 -0.8570 6.7632 0.122 -0.156 0.034
H -1.3480 1.3056 9.2048 -0.274 0.317 -0.479
H -2.1993 1.4387 -7.8028 0.065 -0.514 -0.007
C -1.6135 5.4572 -8.4697 0.567 -1.921 -0.228
H 4.6821 4.7276 2.0223 0.267 -0.105 -0.347
O -1.0365 0.3291 -0.7408 -1.294 1.358 -2.760
H -1.2386 1.8362 5.5943 -0.313 0.136 0.181
H -5.5062 3.2634 -0.3278 0.101 0.079 -0.476
C -5.3890 -5.7472 1.3593 -0.540 -0.502 -2.493
H 0.2239 -1.4571 5.2137 -0.041 -0.163 -0.116
H 1.8539 -2.0614 -8.5348 0.519 -0.253 0.719
C -6.4892 -6.2847 0.3569 -0.792 0.679 1.201
H 5.1878 -0.2402 5.3433 -0.253 0.360 -0.280
N 7.7449 -3.5324 2.1692 0.216 -2.386 0.888
O 0.2243 -0.6835 0.6965 0.612 0.838 1.290
H -9.0055 8.0308 0.8394 -0.152 0.484 0.158
C 8.1889 -6.3101 2.7598 -1.464 0.059 0.143
C 0.2448 -1.6776 6.2810 -0.120 0.545 0.403
H 8.2456 -7.1157 3.4918 -0.095 -0.240 -0.122
C 6.6337 -4.4650 1.8383 -0.487 -0.067 -0.244
N 1.3502 -2.7946 -5.6843 0.642 -2.213 -0.407
C 4.9504 1.9709 0.8418 0.417 0.671 0.693
H 3.8795 1.8054 0.7245 0.095 -0.623 0.276
N -1.5967 3.1375 -7.5309 -2.367 0.756 -0.185
C -5.8286 -5.8290 2.7893 -0.578 0.537 0.884
H -6.7216 8.0633 -2.2231 -0.416 0.329 -0.182
H -8.3932 -5.7060 -0.5196 -0.157 -0.545 0.183
C 5.2580 2.6159 2.2913 0.614 0.341 -2.749
H -4.5405 4.3358 1.6775 -0.233 -0.334 -0.306
C -7.6569 7.2027 -0.5454 1.812 -0.231 1.384
H -8.3612 9.1688 -0.3989 -0.224 0.377 0.323
H 6.5142 4.5977 3.8695 -0.267 -0.335 0.607
C -6.1335 5.1863 0.2778 1.732 0.702 1.514
H -7.3905 8.7507 1.0562 0.161 -0.279 -0.259
H 8.4131 -6.7104 1.7711 -0.390 -0.252 -0.072
C -0.9299 1.3715 6.5307 -0.135 -1.451 0.053
C -1.7978 0.4022 8.7929 0.239 -1.899 -0.567
H -7.0451 3.3390 0.3650 -0.602 -0.211 -0.374
H -8.7978 7.5208 -2.3516 -0.652 0.851 0.475
H 9.4016 -5.1609 4.1349 -0.425 0.696 -0.086
H -8.4801 5.9842 -2.2400 0.687 -0.806 0.660
H -6.9290 -1.8088 1.9708 0.268 0.113 -0.171
H -1.0709 -4.0080 6.9732 -0.015 -0.191 -0.306
H 4.8422 3.6644 5.3814 0.401 0.054 -0.120
C 3.6100 -4.2502 -6.7786 -0.857 0.702 0.905
H 9.6438 -2.6978 3.8082 0.465 -0.909 0.484
H -1.9859 7.0463 -7.1554 -0.507 -0.094 0.539
O -8.4458 5.6127 1.0918 1.059 -0.084 -0.888
H -8.8361 5.0225 0.4429 -0.663 -0.474 0.193
H 0.3824 -1.3533 -6.2739 -0.477 0.883 -0.186
H -1.0249 -3.7692 -7.0584 -0.242 -0.271 0.192
H -0.2093 -2.6719 8.7630 0.018 -0.471 -0.750
C -5.5409 -2.1988 -0.0817 -0.185 0.419 -0.309
C 7.2010 3.7840 3.6366 -0.344 -1.664 -1.845
C -8.1149 8.3920 0.3250 -0.906 -0.790 -0.703
H -6.0761 -6.3511 -0.6496 0.202 -0.398 0.181
H 10.1395 -5.7938 2.7012 0.609 0.124 0.322
C -0.8135 -0.7302 9.1123 0.324 0.145 -0.651
H 1.9485 -5.5744 -6.1791 0.058 0.564 0.738
H -2.4618 2.9496 -9.9149 -0.379 0.092 0.155
C -5.4893 4.8681 1.7441 -1.066 1.160 -0.975
C 10.0475 -3.0193 2.8481 -0.767 1.898 -1.472
O 3.9219 0.9412 3.3444 0.391 0.449 0.324
H 5.5729 -5.3802 0.1052 0.123 0.001 0.059
C -1.6651 3.5884 -6.1375 1.445 0.302 0.176
H -6.3245 -1.4893 -0.3476 -0.384 0.240 0.783
C -4.2578 -6.7075 1.1671 0.847 -1.411 0.164
H -8.2472 -3.3973 0.2172 0.138 0.545 0.369
H 4.8879 -3.2408 1.3336 0.303 0.670 0.251
H 0.1455 -0.3608 8.7490 0.421 -0.058 0.392
C 4.2343 3.7914 2.3556 -0.114 0.272 0.649
H 7.5117 2.7557 5.5219 -0.047 -0.423 0.173
H -0.7444 -0.9725 10.1728 0.073 0.486 0.171
H -3.6672 3.0192 -5.6111 -0.167 -0.040 0.018
H 9.9284 -2.0622 2.3404 0.033 0.224 -0.568
H 0.9805 2.9919 -8.4806 -0.125 -0.173 -0.495
N -2.2254 -0.8497 6.5405 -0.148 -0.344 3.858
H 3.7010 -1.4700 -7.2242 0.018 -0.396 0.122
H 2.1818 -5.3332 -7.8078 -0.481 0.059 -0.502
C 3.1815 -1.1577 -6.3183 -0.298 0.988 -0.080
H -3.2194 5.1323 -5.9846 -0.213 -0.191 -0.646
H 5.3385 2.4392 6.5726 0.098 0.183 0.051
H -4.1171 5.2151 -0.6515 -0.374 -0.562 -0.123
C -6.6465 -2.8599 2.0305 0.266 0.327 0.693
H -3.5578 -6.6584 2.0012 0.412 0.162 -0.320
H 3.8907 2.2591 5.6254 0.048 -0.404 -0.275
H 5.9963 -6.3454 2.6835 -0.073 -0.005 0.142
H -3.7890 1.7001 6.2469 0.782 0.127 -0.376
O -2.4921 -0.7493 5.1884 0.754 0.138 0.167
H -4.1840 0.5909 7.4169 -0.267 0.033 0.577
O 7.5155 -2.3347 1.5354 0.380 1.188 -0.742
H 3.8135 -3.5954 -7.6260 0.198 -0.254 -0.275
H 3.6698 -1.3142 -3.5295 0.401 0.412 -0.879
C -2.0940 0.4956 7.2331 1.019 2.389 -0.166
C 2.2013 -4.7728 -6.8731 0.138 -0.193 -1.993
H -0.1403 0.6791 6.2390 0.007 0.120 -0.073
H 4.4895 -4.4456 2.4366 0.281 -0.389 0.260
H 9.3171 -3.7000 -0.0761 0.106 0.424 0.239
H 5.4822 -3.1360 3.0842 -0.334 0.291 -0.083
C -1.1640 -1.9023 6.8873 0.383 0.323 -0.670
H -5.8633 -2.9499 2.7833 -0.095 0.251 0.301
C 2.7351 -1.7711 -3.8545 0.044 0.296 -0.812
C -2.1328 5.0760 -6.0498 -0.389 0.122 0.408
H -4.4844 7.2160 -2.1354 0.244 0.199 0.366
H 9.4600 -5.3430 0.3441 0.010 -0.197 0.299
H 5.5707 1.1068 0.6038 -0.230 -0.372 0.460
H -4.4808 6.4963 0.3594 -0.094 0.827 -0.318
C -2.6612 2.8092 -5.2478 -0.448 -0.083 -0.309
N -5.0386 -4.4136 0.8282 -0.768 -0.325 -1.207
C -6.4088 3.8744 -0.3397 -0.353 -1.185 0.187
H -1.3840 -3.3797 5.3056 0.299 -0.093 0.035
H -6.8500 3.9629 -1.3325 0.009 -0.253 -0.046
C 9.7253 -4.3475 0.6999 -0.505 -0.099 0.265
H 4.3280 -5.0673 -6.7090 0.142 0.143 -0.152
C 4.9264 2.5951 5.5756 -0.186 -0.165 -0.184
H 4.0647 0.1740 2.7853 -0.509 -0.290 -0.063
H 11.1165 -3.1915 2.7234 -0.100 -0.532 0.724
C -3.4149 1.3329 7.2025 -0.729 -1.533 -0.792
H -4.1552 -3.6048 2.2208 0.720 0.514 0.733
H -5.1667 -2.3460 -1.0948 0.559 -0.988 0.253
C -1.0442 3.9023 -8.6235 1.512 2.255 -0.139
H -0.9439 2.3395 -10.2712 0.660 0.163 0.444
H -5.6723 6.0901 -2.4892 -0.295 -0.547 0.209
H -2.6787 5.4896 -8.6983 -0.200 -0.491 -0.104
H -2.5928 1.7292 -5.1176 0.596 -0.068 -0.621
O 0.3526 -1.8795 -5.4715 -0.593 0.492 -0.494
H -5.8049 8.5858 -0.9542 -0.611 0.012 1.419
H 6.7371 -4.1057 -0.3876 -0.740 0.724 0.382
H -4.6616 -7.7197 1.1912 -0.373 -0.176 0.570
H -0.2535 3.1734 -4.4950 -0.080 0.471 0.199
C 2.7103 -2.2547 -5.3805 -0.938 -0.708 0.925
C -1.5232 6.0637 -7.0630 0.323 -0.891 0.146
H 0.1907 -2.3726 -8.4598 -0.341 0.221 0.453
H 2.7006 -2.5278 -3.0706 -0.918 -0.562 -0.546
N -7.3222 6.0710 0.3413 1.368 0.806 0.721
H -0.8703 2.3275 1.2078 0.280 -0.073 -0.049
H -6.8780 -5.5449 2.8681 0.109 0.365 0.339
C 6.0524 0.3924 5.1419 0.895 -0.412 0.734
C 6.8060 -5.6308 2.8314 0.480 -0.214 -0.727
H 7.4417 2.4377 1.8676 0.058 -0.653 0.709
H -3.7734 -6.7864 0.1939 0.241 1.096 0.011
H -1.6141 -0.5103 4.8826 0.151 0.312 -1.363
C 3.6154 -3.4301 -5.5041 2.169 -0.711 0.515
H -7.5449 -3.3297 2.4307 0.137 -0.534 -0.155
H 7.9608 1.8260 4.0585 -0.047 -0.133 0.133
H -6.9022 -7.2022 0.7762 0.761 -0.693 -0.355
C -5.3243 6.7080 -1.6615 0.174 -0.811 0.266
H 0.4417 2.7620 -5.9826 -0.548 -0.369 -0.451
H 4.6108 -3.0068 -5.3697 0.366 -0.140 0.287
H 6.8781 3.8679 1.3832 -0.703 0.741 0.258
H -2.6611 -3.3805 6.4542 -0.079 -0.085 0.338
H 6.7500 -0.1634 4.5154 -0.237 -0.024 -0.543
H 1.1549 -3.4957 -9.1784 0.325 -0.610 0.200
H 6.6230 0.4166 6.0702 -0.167 0.409 0.412
C -6.3695 7.7037 -1.2562 -0.299 0.323 -2.340
H -1.8623 5.3614 -5.0332 0.261 0.213 0.070
H 3.3650 3.6120 1.7231 0.066 -0.137 0.055
O -1.3204 1.7734 -7.6101 0.336 -0.381 -0.114
C 6.5187 -4.8903 0.3368 1.513 -0.076 0.375
C -1.0380 -2.0645 8.3993 -0.908 1.684 0.728
C -8.7258 6.7889 -1.5471 -0.047 0.148 -1.479
C -0.5205 0.2799 0.3580 0.212 -2.070 0.674
H 2.3249 -0.5819 -6.6687 -0.038 0.303 0.078
H 5.1630 2.6324 0.0020 0.224 0.669 0.293
H -0.6208 0.9119 2.3423 0.140 0.600 0.328
H -9.7038 6.5266 -1.1435 0.049 0.402 0.222
C 6.7596 3.2028 2.2385 -0.799 -0.146 0.284
H 3.4464 -4.1507 -4.7038 -0.095 0.200 0.320
H -0.2337 -5.2913 -7.5705 0.255 0.331 -0.498
H -5.2352 5.8279 2.1938 -0.201 0.097 0.138
H 3.8407 -0.4683 -5.7908 0.003 0.042 -0.017
C 9.1545 -4.0291 2.1212 -0.151 -0.448 1.324
C 1.1321 -3.6467 -6.9521 0.959 -0.494 0.967
H -0.5556 6.2859 -6.6130 0.607 -0.099 -0.867
H -7.3469 -3.7561 -1.1252 0.702 -0.581 -0.240
C 1.1517 -2.8593 -8.2935 -0.770 0.219 -0.569
H -3.4954 2.1550 7.9138 0.487 -0.179 0.133
H 0.9313 4.5316 -9.4303 0.018 -0.188 -0.111
H 0.8172 -2.5907 6.4440 0.052 0.004 -0.158
C 7.2143 2.4791 4.5104 -0.886 1.746 -0.659
H -0.3972 2.0945 7.1485 -0.553 0.181 0.278
C -7.7326 -5.4197 0.2989 0.696 1.348 -0.917
H -1.9629 -2.4888 8.7899 -0.157 -0.250 -0.073
C 5.8111 1.7985 4.5654 -0.445 -0.907 1.495
C -0.1912 -4.4484 -6.8807 0.068 0.807 0.575
C 9.2344 -5.3098 3.0681 1.269 0.281 -1.869
O -3.8466 -3.8537 1.3465 -1.119 -0.641 0.239
H -2.6042 3.1456 -4.2125 0.109 0.457 -0.092
H -2.1229 1.1313 1.4878 -0.125 -0.010 -0.196
N 5.2123 1.5187 3.2636 1.277 1.565 -0.949
H -5.7558 -6.7897 3.2991 0.211 -0.330 -0.542
H 6.9718 -1.9222 2.2106 -0.032 0.761 -0.252
H -8.2950 -5.4721 1.2311 -0.012 0.082 0.049
C -7.3567 -3.9637 -0.0552 -0.405 0.020 0.398
H 6.7398 -5.1467 3.8057 -0.278 -0.257 0.247
C 5.2979 -3.7523 2.2044 0.345 -0.436 -0.394
C -0.2378 3.4891 -5.5381 0.528 -0.183 0.486
H 8.1779 4.2622 3.5647 0.203 -0.266 0.067
C -1.0449 1.2697 1.4040 0.231 -0.565 0.802
H 7.3786 -5.5076 0.0767 -0.312 -0.871 0.204
H -4.7738 -1.7164 0.5241 -0.042 0.164 -0.267
H -1.1696 6.0616 -9.2607 0.430 0.019 0.147
H 0.8955 4.4751 -7.6667 -0.206 0.351 -0.111
C -1.4255 3.2778 -9.9961 -1.470 -0.581 0.369
H -6.1933 4.3619 2.4046 0.044 -0.145 -0.129
C 0.5396 3.9845 -8.5727 -0.711 0.062 0.563
H -1.4523 3.8723 -10.9093 0.563 0.697 0.394
C -4.9332 5.9051 -0.4368 -0.219 -0.118 0.355
H 3.8310 4.0745 3.3279 0.120 -0.491 0.322
C -6.1171 -3.3932 0.6924 -0.563 0.035 -0.626
H 1.9637 -1.0146 -3.7102 -0.108 -0.240 0.191
H 0.3197 4.4164 -5.6693 -0.180 0.238 0.406
```
Forces are in eV/Å.